Run A
Computed, not measured: a 2-piece molecular cluster, C4H13NOS overall, with ωB97M-V with the def2-TZVPD basis set.

```
20
Properties=species:S:1:pos:R:3:mulliken_charge:R:1
S -2.47 1.14 -1.41 -0.19
O -1.17 -3.12 -1.21 -0.65
N 2.13 -0.53 1.44 -0.50
C 0.70 -0.65 1.28 -0.59
C -0.71 0.86 -1.42 -0.65
C 0.06 0.75 1.05 -0.38
C 0.27 1.31 -0.35 -0.47
H -2.48 2.48 -1.34 0.12
H 0.44 -1.24 0.39 0.25
H -0.82 -3.43 -0.36 0.31
H -1.03 0.70 1.28 0.28
H 2.72 -0.41 0.64 0.22
H 1.25 0.94 -0.73 0.19
H 2.48 0.05 2.19 0.21
H 0.59 1.44 1.75 0.31
H 0.35 2.39 -0.18 0.32
H -0.54 -0.20 -1.75 0.23
H 0.27 -1.19 2.11 0.31
H -1.85 -2.47 -1.03 0.32
H -0.18 1.15 -2.36 0.38
```

Computed properties:
Kohn-Sham gap (eV): 9.7
M (g mol⁻¹): 123.22
SMILES: NCCCCS.O
HOMO energy (eV): -8.9
LUMO (eV): 0.741


Run B
Computed, not measured: a 2-piece molecular cluster, C4H13NOS overall, with ωB97M-V with the def2-TZVPD basis set.

```
20
Properties=species:S:1:pos:R:3:mulliken_charge:R:1
S 1.20 1.72 1.00 -0.27
O -5.95 1.49 2.17 -0.67
N 0.02 -0.82 -0.53 -0.19
C 2.18 0.02 -1.14 -0.42
C -1.09 -1.77 -0.28 -0.85
C 1.91 1.45 -0.63 -0.46
C 1.39 -1.18 -0.58 -0.62
H -0.10 -0.02 0.18 0.06
H 1.67 2.32 -1.41 0.33
H 1.27 -1.99 -1.32 0.34
H -5.02 1.66 1.74 0.33
H -1.98 -1.24 -0.62 0.30
H 3.27 -0.26 -0.94 0.29
H 1.74 -1.59 0.33 0.32
H -1.13 -2.12 0.85 0.24
H 2.26 2.17 1.65 0.14
H 1.98 -0.07 -2.21 0.23
H -1.04 -2.70 -0.87 0.31
H 3.14 1.88 -0.49 0.24
H -5.71 1.04 3.09 0.33
```

Computed properties:
Kohn-Sham gap (eV): 9.0
M (g mol⁻¹): 123.22
SMILES: CNCCCS.O
HOMO energy (eV): -8.5
LUMO (eV): 0.481


Which structure is most stable? run A, by 1.870 eV over the runner-up.


Run A
Computed, not measured: a 2-piece molecular cluster, C4H13NOS overall, with ωB97M-V with the def2-TZVPD basis set.

```
20
Properties=species:S:1:pos:R:3:mulliken_charge:R:1
S -2.11 1.55 2.68 -0.29
O 6.34 -1.15 -3.26 -0.64
N 0.17 -1.22 0.20 -0.71
C 0.22 1.01 -0.88 -1.11
C -0.40 0.11 0.33 0.58
C -2.65 0.03 1.82 -0.48
C -2.01 -0.03 0.28 -1.06
H 0.22 -1.53 -0.79 0.27
H 5.86 -0.63 -2.57 0.33
H -0.12 0.69 1.30 0.19
H -0.59 -1.73 0.60 0.26
H -0.64 1.66 -1.21 0.27
H -2.16 -0.88 2.35 0.27
H 6.39 -0.58 -4.00 0.31
H -2.45 -1.03 0.07 0.34
H 0.52 0.40 -1.68 0.34
H -2.59 0.72 -0.26 0.33
H 1.12 1.55 -0.49 0.29
H -1.39 1.14 3.81 0.14
H -3.73 -0.08 1.68 0.39
```

Computed properties:
Kohn-Sham gap (eV): 9.6
M (g mol⁻¹): 123.22
SMILES: C[C@H](N)CCS.O
HOMO energy (eV): -8.9
LUMO (eV): 0.776


Run B
Computed, not measured: a 2-piece molecular cluster, C4H13NOS overall, with ωB97M-V with the def2-TZVPD basis set.

```
20
Properties=species:S:1:pos:R:3:mulliken_charge:R:1
S 0.57 0.33 2.98 -0.22
O 2.32 -2.55 0.60 -0.61
N 0.15 -0.28 -0.60 -0.08
C -0.13 1.07 1.48 -0.51
C -1.05 -0.54 -1.33 -0.26
C 0.58 0.86 0.14 -0.75
C -1.73 0.75 -1.80 -1.17
H -1.73 1.48 -0.98 0.29
H 1.58 1.18 3.20 0.11
H -0.92 -1.10 -2.26 0.31
H 2.07 -3.37 0.17 0.29
H 0.65 -1.13 -0.39 0.09
H -1.19 0.79 1.44 0.31
H 1.66 0.77 0.25 0.34
H -0.13 2.14 1.66 0.32
H -1.78 -1.16 -0.77 0.29
H -1.29 1.23 -2.66 0.30
H 2.87 -2.82 1.34 0.30
H -2.79 0.61 -2.02 0.35
H 0.30 1.75 -0.44 0.30
```

Computed properties:
Kohn-Sham gap (eV): 8.5
M (g mol⁻¹): 123.22
SMILES: CCNCCS.O
HOMO energy (eV): -7.8
LUMO (eV): 0.678


Run C
Computed, not measured: a 3-piece molecular cluster, C4H13NOS overall, with ωB97M-V with the def2-TZVPD basis set.

```
20
Properties=species:S:1:pos:R:3:mulliken_charge:R:1
S -0.86 -0.20 -2.23 -0.03
O 1.83 -1.49 1.40 -0.76
N 0.35 0.52 1.90 -0.63
C -0.66 -1.46 -1.05 -0.44
C -0.09 0.34 0.54 0.13
C -1.05 -0.85 0.29 -0.95
C -0.56 1.62 -0.10 -0.81
H 1.37 1.79 -3.15 -0.05
H 2.23 -2.07 2.05 0.19
H 1.89 1.71 -2.66 0.06
H -0.99 1.37 -1.08 0.15
H -1.35 -2.30 -1.28 0.37
H 0.32 -1.80 -0.93 0.40
H -0.35 0.43 2.62 0.23
H -1.34 2.16 0.45 0.34
H 1.13 -0.19 2.05 0.38
H -0.95 -1.56 1.08 0.34
H -2.08 -0.44 0.24 0.38
H 0.87 0.10 0.08 0.39
H 0.27 2.32 -0.24 0.32
```

Computed properties:
Kohn-Sham gap (eV): 3.5
M (g mol⁻¹): 123.22
HOMO energy (eV): -7.8
LUMO (eV): -4.303


Run D
Computed, not measured: a 2-piece molecular cluster, C4H13NOS overall, with ωB97M-V with the def2-TZVPD basis set.

```
20
Properties=species:S:1:pos:R:3:mulliken_charge:R:1
S 1.19 1.95 2.78 -0.22
O 3.18 -2.47 -5.13 -0.64
N -1.37 -0.34 0.50 -0.25
C -0.88 2.04 0.12 -1.15
C 0.51 0.67 1.71 -0.86
C -0.70 -1.64 0.39 -0.93
C -0.94 0.86 1.15 0.26
H 0.53 -0.27 2.24 0.33
H 1.02 0.52 0.76 0.42
H 0.27 -1.69 0.88 0.34
H -1.44 -2.37 0.72 0.29
H 3.10 -3.22 -5.73 0.32
H -0.13 2.69 0.57 0.30
H -0.51 1.59 -0.82 0.32
H -0.48 -1.96 -0.62 0.26
H 2.25 -2.21 -5.06 0.32
H 0.09 2.40 3.37 0.12
H -2.33 -0.46 0.24 0.22
H -1.81 2.63 -0.01 0.33
H -1.56 1.27 1.96 0.23
```

Computed properties:
Kohn-Sham gap (eV): 8.9
M (g mol⁻¹): 123.22
SMILES: CN[C@H](C)CS.O
HOMO energy (eV): -8.2
LUMO (eV): 0.760


Which structure is most stable? run B, by 0.548 eV over the runner-up.


Run A
Computed, not measured: C4H11NO as an isolated structure, with ωB97M-V with the def2-TZVPD basis set.

```
17
Properties=species:S:1:pos:R:3:mulliken_charge:R:1
O -0.03 -2.60 -1.30 -0.72
N -1.00 1.93 2.01 -0.67
C 0.95 0.21 -0.90 -0.26
C 1.45 1.38 -0.53 -0.68
C -0.59 -0.41 0.95 -0.73
C -0.39 -0.30 -0.48 0.00
H 0.42 -0.57 1.33 0.37
H -1.75 2.61 1.88 0.17
H -0.49 -3.07 -2.00 0.26
H 0.85 1.82 0.26 0.31
H -1.18 0.29 -0.95 0.37
H 2.39 1.76 -0.88 0.30
H 1.53 -0.42 -1.57 0.34
H -1.20 -1.22 1.33 0.33
H -0.41 -1.49 -0.94 0.16
H -0.87 1.73 3.00 0.22
H -0.92 0.73 1.35 0.26
```

Computed properties:
Kohn-Sham gap (eV): 6.3
M (g mol⁻¹): 89.14
HOMO energy (eV): -8.7
LUMO (eV): -2.420


Run B
Computed, not measured: a 2-piece molecular cluster, C4H11NO overall, with ωB97M-V with the def2-TZVPD basis set.

```
17
Properties=species:S:1:pos:R:3:mulliken_charge:R:1
O 4.45 0.53 0.65 -0.64
N 0.58 -0.12 -1.31 -0.49
C -2.25 0.59 -0.92 -1.25
C -2.24 -0.50 1.39 -1.31
C -0.15 -0.56 -0.15 -0.26
C -1.39 -0.09 0.19 0.68
H -2.06 0.18 -1.96 0.28
H 1.36 -0.81 -1.29 0.29
H -3.39 0.56 -0.83 0.31
H 0.02 -1.46 0.52 0.23
H 5.18 0.05 1.13 0.33
H 4.64 1.45 0.81 0.31
H -2.81 0.37 1.85 0.32
H -2.94 -1.30 1.29 0.31
H -0.01 -0.07 -2.11 0.20
H -1.57 -0.70 2.25 0.39
H -1.89 1.60 -0.85 0.31
```

Computed properties:
Kohn-Sham gap (eV): 8.7
M (g mol⁻¹): 89.14
SMILES: CC(C)=CN.O
HOMO energy (eV): -7.8
LUMO (eV): 0.934


Which structure is most stable? run B, by 5.064 eV over the runner-up.


Run A
Computed, not measured: a 2-piece molecular cluster, C4H11NO overall, with ωB97M-V with the def2-TZVPD basis set.

```
17
Properties=species:S:1:pos:R:3:mulliken_charge:R:1
O -5.34 -0.54 4.24 -0.64
N -0.09 -0.77 1.27 -0.59
C 2.19 0.06 -2.86 -1.14
C 0.11 0.01 0.08 -0.16
C 1.28 0.20 -0.54 -0.41
C 1.30 0.86 -1.90 -0.36
H 0.67 -1.41 1.45 0.25
H 3.18 0.04 -2.39 0.30
H -6.03 -1.02 4.72 0.32
H -4.75 -0.25 4.95 0.32
H 1.74 1.87 -1.84 0.25
H 0.32 1.04 -2.34 0.33
H -0.71 0.70 0.04 0.34
H -0.06 -0.13 2.07 0.25
H 1.82 -0.95 -2.92 0.31
H 2.15 0.46 -3.86 0.34
H 2.22 -0.17 -0.17 0.30
```

Computed properties:
Kohn-Sham gap (eV): 9.5
M (g mol⁻¹): 89.14
SMILES: CC/C=C/N.O
HOMO energy (eV): -8.5
LUMO (eV): 1.037


Run B
Computed, not measured: a 2-piece molecular cluster, C4H11NO overall, with ωB97M-V with the def2-TZVPD basis set.

```
17
Properties=species:S:1:pos:R:3:mulliken_charge:R:1
O 2.57 0.12 -0.18 -0.63
N -0.09 0.95 0.63 -0.29
C -0.51 -0.42 0.34 -0.48
C -0.32 -2.02 -1.57 -0.96
C -0.36 -0.78 -1.13 -0.25
C -1.04 1.77 1.38 -0.89
H 0.00 -1.13 0.99 0.25
H -1.56 -0.52 0.63 0.45
H -0.34 -2.87 -0.91 0.28
H 3.32 -0.27 -0.64 0.30
H -0.80 1.82 2.44 0.27
H -2.04 1.36 1.28 0.31
H -1.10 2.76 0.93 0.31
H 0.83 1.01 1.02 0.23
H -0.21 0.13 -1.69 0.50
H -0.25 -2.17 -2.64 0.27
H 1.89 0.25 -0.86 0.33
```

Computed properties:
Kohn-Sham gap (eV): 9.6
M (g mol⁻¹): 89.14
SMILES: C=CCNC.O
HOMO energy (eV): -8.6
LUMO (eV): 1.027


Run C
Computed, not measured: a 2-piece molecular cluster, C4H11NO overall, with ωB97M-V with the def2-TZVPD basis set.

```
17
Properties=species:S:1:pos:R:3:mulliken_charge:R:1
O -1.45 2.83 -1.11 -0.64
N -0.21 -2.84 0.61 -0.48
C 0.38 0.35 0.58 -0.05
C 1.15 1.66 0.62 -1.06
C -0.17 -1.82 -0.46 -0.60
C 0.79 -0.72 -0.13 -0.40
H -1.68 2.19 -0.42 0.32
H 1.30 1.93 1.67 0.31
H -1.16 -1.41 -0.68 0.19
H 0.14 -2.40 -1.34 0.33
H 0.47 2.40 0.22 0.22
H -0.54 0.31 1.15 0.51
H 1.95 1.44 -0.08 0.34
H 1.83 -1.03 -0.04 0.30
H 0.31 -2.76 1.46 0.21
H -0.19 -3.75 0.20 0.19
H -2.22 3.35 -1.35 0.31
```

Computed properties:
Kohn-Sham gap (eV): 9.4
M (g mol⁻¹): 89.14
SMILES: C/C=C/CN.O
HOMO energy (eV): -8.5
LUMO (eV): 0.896


Which structure is most stable? run A, by 0.126 eV over the runner-up.


Run A
Computed, not measured: a 2-piece molecular cluster, C4H11NO overall, with ωB97M-V with the def2-TZVPD basis set.

```
17
Properties=species:S:1:pos:R:3:mulliken_charge:R:1
O -0.66 -2.37 -0.75 -0.64
N 1.63 -0.22 1.27 -0.46
C -0.12 0.85 -0.08 0.95
C -0.59 1.15 -1.48 -1.45
C -1.20 0.68 0.95 -1.43
C 1.12 0.41 0.14 -0.41
H 2.58 -0.01 1.53 0.19
H -0.78 2.23 -1.58 0.34
H -0.15 -1.95 -1.47 0.31
H 1.02 -0.50 2.01 0.17
H 0.05 -2.73 -0.19 0.31
H -0.78 0.56 1.94 0.41
H -1.88 1.53 1.00 0.34
H 0.09 0.84 -2.27 0.39
H -1.84 -0.17 0.72 0.26
H 1.85 0.52 -0.65 0.37
H -1.55 0.66 -1.63 0.34
```

Computed properties:
Kohn-Sham gap (eV): 8.6
M (g mol⁻¹): 89.14
SMILES: CC(C)=CN.O
HOMO energy (eV): -7.7
LUMO (eV): 0.865


Run B
Computed, not measured: a 2-piece molecular cluster, C4H11NO overall, with ωB97M-V with the def2-TZVPD basis set.

```
17
Properties=species:S:1:pos:R:3:mulliken_charge:R:1
O 0.90 0.78 -3.24 -0.67
N -1.29 -1.79 -0.61 -0.47
C -0.88 -0.96 0.42 -0.06
C -0.34 0.24 0.23 -0.30
C 1.06 0.49 2.33 -1.14
C 0.06 1.15 1.36 -0.52
H 0.40 0.81 -2.42 0.33
H -1.48 -2.75 -0.40 0.22
H -0.35 0.69 -0.76 0.28
H 0.51 2.06 0.97 0.32
H -0.91 -1.63 -1.53 0.21
H -0.78 1.48 1.97 0.25
H 1.71 0.29 -3.06 0.32
H 1.85 -0.06 1.81 0.32
H 1.48 1.16 3.09 0.34
H 0.54 -0.25 2.91 0.29
H -1.08 -1.31 1.42 0.27
```

Computed properties:
Kohn-Sham gap (eV): 9.0
M (g mol⁻¹): 89.14
SMILES: CC/C=C/N.O
HOMO energy (eV): -8.1
LUMO (eV): 0.927


Which structure is most stable? run A, by 0.228 eV over the runner-up.